# 1
A gas-phase ion, C8H13N2 (charge +1) at a distorted geometry. Source: the Open Molecules 2025 dataset; level of theory: ωB97M-V/def2-TZVPD.

Geometry as XYZ:
```
23
Properties=species:S:1:pos:R:3:forces:R:3:nbo_charge:R:1
C -2.46194 0.63090 0.27966 2.658 1.047 -1.390 0.09
C 0.96824 1.79939 -0.24723 -2.343 -4.878 -1.962 -0.38
C 1.50381 0.50055 -1.00556 -2.401 0.342 2.961 -0.42
C 1.06463 -0.04474 1.31287 -1.772 -0.680 -0.824 -0.43
C 0.11866 1.10531 0.82702 0.461 0.412 2.516 -0.25
C 1.06640 -0.68141 -0.09858 0.230 -0.814 -0.997 -0.02
C -1.02241 0.34984 0.21393 -0.920 2.247 0.380 0.15
C -1.06650 -2.16113 -0.17835 -1.669 -0.907 1.074 -0.44
N -1.81752 1.21733 -0.65860 -2.162 -1.126 0.591 -0.26
N -0.44508 -0.81675 -0.43317 0.458 -2.329 0.815 -0.39
H -3.37564 0.69413 0.81455 -0.746 -0.182 0.228 0.26
H 1.69612 2.36039 0.13654 2.901 2.173 1.621 0.22
H 0.41817 2.31792 -0.97459 -0.959 1.128 -0.533 0.24
H 1.17767 0.42956 -1.97890 -1.402 -0.264 -2.168 0.22
H 2.48841 0.51473 -1.13564 4.386 -0.005 -0.003 0.23
H 1.95169 0.46684 1.39411 2.556 0.578 0.584 0.24
H 0.91173 -0.66358 2.24271 -0.444 0.636 -1.237 0.25
H -0.12030 1.85410 1.60786 -0.443 -0.770 -0.287 0.26
H 1.53391 -1.69292 -0.30029 -0.399 1.326 0.349 0.25
H -0.62915 -2.68202 0.75747 -0.793 0.901 -1.757 0.26
H -2.17449 -1.93890 -0.06544 1.245 -0.362 0.477 0.23
H -1.11257 -2.79639 -1.11494 0.978 0.667 1.150 0.25
H -0.67384 -0.76315 -1.39542 0.581 0.860 -1.589 0.44
```
Forces are in eV/Å.

The molar mass is 137.2 g mol⁻¹. The value obtained for the largest force on an atom is 5.76 eV/A. As for the HOMO energy: -14.6660 eV. The value obtained for the energy relative to the best compared isomer or geometry (same formula, charge and spin) is 423.1 kJ/mol. The frontier orbital gap comes out at 11.29 eV. Its SMILES is C[N@@H+]1[C@H]2CC[C@H](C2)[C@]12C=N2. Its charge is +1.


# 2
A gas-phase ion, C8H13N2 (charge +1) at a distorted geometry. Source: the Open Molecules 2025 dataset; level of theory: ωB97M-V/def2-TZVPD.

Geometry as XYZ:
```
23
Properties=species:S:1:pos:R:3:forces:R:3:nbo_charge:R:1
C 2.35873 -0.42552 -0.53547 -2.671 2.341 2.765 0.52
C -0.77886 -0.98188 -0.15191 0.879 -1.809 -1.205 0.11
C 0.45659 0.93296 -0.19545 -1.050 -1.965 1.346 0.31
C 3.46156 -0.64395 -1.03785 3.335 -3.998 -3.511 -0.46
C 0.62299 2.12469 -0.65222 1.914 0.658 -0.518 -0.38
C -1.99250 -1.77212 -0.38369 0.170 -0.782 2.519 -0.74
C 1.43661 -0.56378 1.67800 2.168 -2.478 -0.845 -0.41
C -2.03096 1.14078 0.12782 2.459 2.479 0.138 -0.44
N 1.49104 0.03591 0.25513 0.604 -1.015 0.613 -0.30
N -0.80465 0.29800 -0.07579 -1.355 1.360 0.485 -0.42
H 4.36119 -0.11327 -0.97401 0.798 1.609 0.614 0.30
H 3.75090 -1.54909 -1.66357 -1.140 0.873 0.732 0.30
H -0.28666 2.57912 -0.97003 0.197 1.008 -0.349 0.24
H 1.67014 2.44226 -0.76927 -0.936 0.578 -0.080 0.24
H -2.85670 -1.34778 0.12220 -0.465 -0.265 0.110 0.20
H -1.76938 -2.80743 0.03220 -0.692 1.161 -0.939 0.25
H -2.21047 -1.77689 -1.42628 0.011 -0.290 -0.987 0.26
H 0.88462 0.07000 2.30445 -0.464 1.166 0.754 0.23
H 0.88937 -1.55739 1.63514 0.738 1.310 -0.267 0.27
H 2.54626 -0.77169 2.05445 -2.448 0.806 -0.934 0.25
H -2.84120 0.59491 -0.14460 -2.305 -1.460 -0.881 0.22
H -2.02406 2.10834 -0.43257 0.044 -1.070 0.155 0.22
H -2.13142 1.44262 1.16489 0.209 -0.215 0.287 0.22
```
Forces are in eV/Å.

The molar mass is 137.2 g mol⁻¹. The value obtained for the largest force on an atom is 6.28 eV/A. As for the HOMO energy: -11.4438 eV. The value obtained for the energy relative to the best compared isomer or geometry (same formula, charge and spin) is 683.6 kJ/mol. The frontier orbital gap comes out at 7.11 eV. Its charge is +1.


# 3
A gas-phase ion, C8H13N2 (charge +1) at a distorted geometry. Source: the Open Molecules 2025 dataset; level of theory: ωB97M-V/def2-TZVPD.

Geometry as XYZ:
```
23
Properties=species:S:1:pos:R:3:forces:R:3:nbo_charge:R:1
C -0.50535 0.37660 -1.02232 2.066 -0.391 1.948 0.45
C -1.81296 0.61795 -0.46967 -2.106 3.108 -1.080 -0.50
C -1.50332 1.17158 0.98140 -2.090 -1.492 0.036 -0.40
C 0.58050 -1.73441 -1.72220 -1.066 1.791 3.087 -0.19
C 0.36386 -0.18471 -2.05962 2.284 -1.196 -0.596 -0.27
C 0.00468 0.93999 1.19214 -0.178 0.981 0.945 -0.08
C 1.57284 -0.00922 -0.95743 0.105 1.225 -1.081 0.15
C 0.43332 0.00506 2.31050 1.419 -0.507 1.475 -0.64
N 1.80703 -1.39283 -0.92508 -0.707 -1.888 1.178 -0.59
N 0.44987 0.51161 -0.13228 -2.109 0.498 -0.406 -0.28
H -2.23392 1.55421 -1.05792 0.311 -2.128 0.743 0.28
H -2.52569 -0.23785 -0.53640 0.576 0.754 -0.081 0.28
H -1.81102 2.26959 1.09990 0.407 -1.856 -0.106 0.25
H -2.16276 0.46200 1.60615 1.202 1.590 -0.206 0.25
H -0.29295 -2.14236 -1.15685 0.486 0.608 0.292 0.19
H 0.65124 -2.47407 -2.41678 1.070 -1.416 -2.695 0.23
H 0.42253 0.19585 -3.08648 -0.186 -0.262 0.433 0.28
H 0.35897 1.97684 1.37952 0.611 -0.874 0.000 0.24
H 2.44513 0.67736 -0.91190 -0.588 -0.488 -0.342 0.23
H 0.17623 -1.09967 2.23964 -0.197 1.434 -0.363 0.23
H -0.01915 0.38787 3.31218 1.144 -0.638 -1.711 0.26
H 1.60461 0.00207 2.31910 -2.084 0.197 0.488 0.23
H 1.99630 -1.87345 0.01441 -0.369 0.945 -1.958 0.40
```
Forces are in eV/Å.

The molar mass is 137.2 g mol⁻¹. The value obtained for the largest force on an atom is 3.91 eV/A. As for the HOMO energy: -13.8989 eV. The value obtained for the energy relative to the best compared isomer or geometry (same formula, charge and spin) is 379.7 kJ/mol. The frontier orbital gap comes out at 9.97 eV. Its SMILES is C[C@@H]1CCC2=[N+]1[C@H]1NC[C@@H]21. Its charge is +1.


# 4
A gas-phase ion, C8H13N2 (charge +1) at a distorted geometry. Source: the Open Molecules 2025 dataset; level of theory: ωB97M-V/def2-TZVPD.

Geometry as XYZ:
```
23
Properties=species:S:1:pos:R:3:forces:R:3:nbo_charge:R:1
C 1.45649 -1.71332 -1.75690 1.684 -2.339 -2.561 -0.14
C -0.13520 -2.22471 2.26406 -0.101 0.342 -0.535 -0.16
C 1.01992 -0.78161 -1.16962 -0.834 0.129 -0.198 -0.10
C -0.29781 -1.39084 1.41868 -1.171 3.438 -2.300 -0.14
C 0.26328 1.63707 -1.31124 -1.862 -2.933 -2.131 -0.59
C 1.68507 0.71053 0.57878 2.715 -2.589 -0.082 -0.60
C 0.58238 0.34696 -0.42415 -1.268 2.518 0.320 -0.21
C -0.69808 0.03399 0.41826 0.340 -5.135 2.914 0.41
N -1.28107 0.95137 1.25753 1.751 2.065 -2.897 -0.89
N -1.86566 -0.56950 -0.45787 1.449 1.043 -2.545 -0.74
H 1.97451 -2.44164 -2.45301 -1.126 1.158 1.524 0.28
H 0.02413 -2.99467 2.96225 0.121 -0.420 0.417 0.26
H 0.50052 2.47342 -0.76776 0.444 2.138 1.254 0.22
H 0.84147 1.63732 -2.26773 -0.412 -0.088 0.906 0.27
H -0.86184 1.67669 -1.60955 1.855 0.041 0.368 0.18
H 1.24396 0.68505 1.55688 0.166 0.831 0.629 0.24
H 2.26851 1.61482 0.28427 -0.659 -0.697 0.526 0.25
H 2.45612 -0.23506 0.62875 -1.737 2.521 -0.176 0.25
H -1.68469 0.65303 2.10152 -0.387 0.317 1.063 0.44
H -1.15027 1.90127 0.84842 -0.729 -0.792 1.702 0.42
H -2.62193 -0.93537 0.08743 -0.116 -0.901 0.596 0.45
H -2.31947 0.16634 -1.04624 0.626 -0.292 0.592 0.43
H -1.40034 -1.20114 -1.14275 -0.751 -0.355 0.614 0.46
```
Forces are in eV/Å.

The molar mass is 137.2 g mol⁻¹. The value obtained for the largest force on an atom is 5.91 eV/A. As for the HOMO energy: -13.8945 eV. The value obtained for the energy relative to the best compared isomer or geometry (same formula, charge and spin) is 643.5 kJ/mol. The frontier orbital gap comes out at 10.71 eV. Its SMILES is C#CC(C)(C)[C@@](N)([NH3+])C#C. Its charge is +1.


# 5
A gas-phase ion, C8H13N2 (charge +1) at a distorted geometry. Source: the Open Molecules 2025 dataset; level of theory: ωB97M-V/def2-TZVPD.

Geometry as XYZ:
```
23
Properties=species:S:1:pos:R:3:forces:R:3:nbo_charge:R:1
C -3.29272 -1.30305 -0.28282 0.532 -0.807 1.391 -0.06
C -2.24819 -1.28180 0.63157 -0.757 -4.450 -0.844 -0.02
C -2.64480 0.78070 0.00495 1.256 -1.488 0.286 0.23
C 0.38442 1.08227 0.34663 -7.785 5.821 6.211 -0.06
C 1.26592 0.36219 -0.34386 5.485 -7.062 -4.300 -0.06
C 2.32345 0.95487 -1.08887 3.087 1.106 -1.781 -0.68
C 1.55895 -1.11202 -0.12119 -0.535 0.890 3.144 -0.64
C -0.70972 0.42196 1.45540 5.864 0.741 -2.047 -0.29
N -3.47678 -0.01663 -0.64461 -1.912 2.799 -0.415 -0.45
N -1.83482 -0.02095 0.72600 -0.739 0.931 0.116 -0.30
H -3.93063 -2.13063 -0.52477 -0.059 0.067 -0.396 0.26
H -1.81417 -2.28324 1.11068 -0.699 2.983 -0.915 0.29
H -2.62760 1.83656 -0.09239 0.295 0.576 0.086 0.25
H 0.36022 2.19910 0.15598 -0.292 -1.446 0.599 0.20
H 2.46348 2.02445 -0.96079 -0.093 0.386 0.694 0.23
H 3.34379 0.46595 -0.90140 -1.218 0.528 0.016 0.23
H 2.35512 0.99132 -2.22324 -0.776 -0.689 0.632 0.26
H 0.75678 -1.63637 0.46489 0.643 0.334 -0.538 0.18
H 1.60843 -1.56693 -1.05884 0.568 -1.046 -1.442 0.24
H 2.53608 -1.25585 0.49596 -1.349 0.117 -1.117 0.23
H -0.96633 1.16112 2.15760 -0.294 0.760 0.950 0.24
H -0.03724 -0.39873 1.89065 -1.879 0.861 -0.327 0.26
H -4.25272 0.54629 -1.07616 0.656 -1.910 -0.002 0.47
```
Forces are in eV/Å.

Its spin multiplicity is 3. The molar mass is 137.2 g mol⁻¹. The value obtained for the largest force on an atom is 11.54 eV/A. As for the HOMO energy (spin up / spin down): -8.4235 / -14.2015 eV. The value obtained for the energy relative to the best compared isomer or geometry (same formula, charge and spin) is 397.4 kJ/mol. The frontier orbital gap (spin up / spin down) comes out at 5.20 / 8.74 eV. Its charge is +1.


Look up the molar mass of the first one.
137.2 g mol⁻¹


Copy entry 2 word for word.
A gas-phase ion, C8H13N2 (charge +1) at a distorted geometry. Source: the Open Molecules 2025 dataset; level of theory: ωB97M-V/def2-TZVPD.

Geometry as XYZ:
```
23
Properties=species:S:1:pos:R:3:forces:R:3:nbo_charge:R:1
C 2.35873 -0.42552 -0.53547 -2.671 2.341 2.765 0.52
C -0.77886 -0.98188 -0.15191 0.879 -1.809 -1.205 0.11
C 0.45659 0.93296 -0.19545 -1.050 -1.965 1.346 0.31
C 3.46156 -0.64395 -1.03785 3.335 -3.998 -3.511 -0.46
C 0.62299 2.12469 -0.65222 1.914 0.658 -0.518 -0.38
C -1.99250 -1.77212 -0.38369 0.170 -0.782 2.519 -0.74
C 1.43661 -0.56378 1.67800 2.168 -2.478 -0.845 -0.41
C -2.03096 1.14078 0.12782 2.459 2.479 0.138 -0.44
N 1.49104 0.03591 0.25513 0.604 -1.015 0.613 -0.30
N -0.80465 0.29800 -0.07579 -1.355 1.360 0.485 -0.42
H 4.36119 -0.11327 -0.97401 0.798 1.609 0.614 0.30
H 3.75090 -1.54909 -1.66357 -1.140 0.873 0.732 0.30
H -0.28666 2.57912 -0.97003 0.197 1.008 -0.349 0.24
H 1.67014 2.44226 -0.76927 -0.936 0.578 -0.080 0.24
H -2.85670 -1.34778 0.12220 -0.465 -0.265 0.110 0.20
H -1.76938 -2.80743 0.03220 -0.692 1.161 -0.939 0.25
H -2.21047 -1.77689 -1.42628 0.011 -0.290 -0.987 0.26
H 0.88462 0.07000 2.30445 -0.464 1.166 0.754 0.23
H 0.88937 -1.55739 1.63514 0.738 1.310 -0.267 0.27
H 2.54626 -0.77169 2.05445 -2.448 0.806 -0.934 0.25
H -2.84120 0.59491 -0.14460 -2.305 -1.460 -0.881 0.22
H -2.02406 2.10834 -0.43257 0.044 -1.070 0.155 0.22
H -2.13142 1.44262 1.16489 0.209 -0.215 0.287 0.22
```
Forces are in eV/Å.

The molar mass is 137.2 g mol⁻¹. The value obtained for the largest force on an atom is 6.28 eV/A. As for the HOMO energy: -11.4438 eV. The value obtained for the energy relative to the best compared isomer or geometry (same formula, charge and spin) is 683.6 kJ/mol. The frontier orbital gap comes out at 7.11 eV. Its charge is +1.


What is the formula in the third record?
C8H13N2